No. 1
# C11H38O12

A cluster of 8 separate species, C11H38O12 in total at a distorted geometry (ωB97M-V/def2-TZVPD, the OMol25 dataset).

Calculated values
SMILES string: OCCO.OCCO.OCCO.OCCO.CO.CO.CO.O
Energy relative to the best compared isomer or geometry (same formula, charge and spin) (kcal per mole): 32.87
Frontier orbital gap (hartree): 0.375
E_tot (Eh): -1344.63357

```
61
C11H38O12 ωB97M-V/def2-TZVPD
C 12.67221 12.95959 16.41192
C 12.06019 12.66798 15.13395
O 12.65379 13.55562 14.18874
O 14.06891 12.59873 16.41680
H 12.29650 12.28833 17.23941
H 12.47430 13.97904 16.71360
H 10.97900 12.78063 15.10996
H 12.25812 11.65237 14.71966
H 12.27613 13.46926 13.29766
H 14.49032 12.99779 15.61260
C 7.56575 8.86966 8.20844
C 7.50570 7.34088 7.92282
O 8.02793 6.58842 8.98776
O 6.86248 9.03270 9.43853
H 7.16098 9.41860 7.38774
H 8.63155 9.17031 8.30903
H 7.89147 6.88842 6.99778
H 6.42131 7.05019 7.91087
H 7.55779 6.89469 9.76281
H 7.03173 9.92994 9.72337
C 12.57283 11.12856 7.45518
C 11.64978 11.19085 8.67626
O 12.04185 12.27534 9.46289
O 12.07922 11.81958 6.30806
H 12.81306 10.13876 7.09415
H 13.55089 11.57464 7.61116
H 11.61759 10.24297 9.20087
H 10.65464 11.45441 8.21901
H 11.68870 12.15202 10.37570
H 11.99965 12.78146 6.49157
C 13.13374 6.59926 9.94575
C 11.83672 6.33027 9.10040
O 10.85668 7.24324 9.47760
O 13.36709 7.97882 9.95041
H 13.91979 6.22963 9.35474
H 12.98490 6.28790 10.98366
H 11.52202 5.24014 9.33455
H 12.11335 6.40597 8.03321
H 9.95970 6.97777 9.20399
H 12.57797 8.44554 9.73555
O 10.28322 11.90304 12.08610
H 10.27886 10.93158 12.27256
H 9.39852 12.09239 11.81502
C 9.66209 7.89881 12.19158
O 10.32353 9.18691 12.10293
H 10.07101 7.13636 11.58156
H 9.79089 7.61146 13.24732
H 8.62001 7.98115 11.95357
H 11.19440 9.15978 12.53399
C 4.84896 11.66386 9.54557
O 6.29382 11.61838 9.77912
H 4.39827 11.63260 10.55442
H 4.50950 12.51787 8.89204
H 4.66129 10.63581 9.09381
H 6.58296 12.50880 9.69681
C 14.29543 9.20247 12.92274
O 13.01052 8.84787 12.50464
H 14.85225 8.32209 13.36923
H 14.90017 9.73954 12.13048
H 14.21233 9.92387 13.73180
H 12.95954 8.35693 11.65280
```

No. 2
# C11H39HgO11

A structure of composition C11H39HgO11 at a distorted geometry (ωB97M-V/def2-TZVPD, the OMol25 dataset).

Calculated values
2S+1: 2
Frontier orbital gap (alpha / beta) (hartree): 0.245 / 0.333
E_tot (Eh): -1423.29339

```
62
C11H39HgO11 ωB97M-V/def2-TZVPD
Hg 3.15804 0.73747 0.28154
C -0.91022 -0.47128 -0.30473
C 0.55946 -0.05007 -0.12748
O 1.13995 -0.39790 0.92273
O 1.17572 0.65653 -1.00555
H -1.00173 -1.46044 -0.75336
H -1.46799 0.03058 -1.09538
H -1.40707 -0.55757 0.66161
C -3.38534 -1.08234 3.67032
O -4.78132 -1.03613 3.25159
H -2.97078 -2.06842 3.87981
H -2.66307 -0.75088 2.92429
H -3.27481 -0.43081 4.53716
H -5.36196 -0.48757 3.78407
C 2.18990 -3.49066 2.30072
O 0.93046 -2.85063 2.25444
H 2.79253 -2.85883 2.95319
H 2.07027 -4.40438 2.88288
H 2.60873 -3.76415 1.33227
H 0.84327 -2.02922 1.76529
C -3.21316 0.31881 -4.43233
O -2.94917 1.16235 -5.47559
H -2.83152 0.69704 -3.48397
H -4.28677 0.16540 -4.32316
H -2.64875 -0.60734 -4.54092
H -2.04262 1.14846 -5.79117
C -0.23562 0.99140 4.02503
O -1.21340 2.00762 4.38507
H -0.35286 0.83996 2.95199
H 0.82423 1.20613 4.16188
H -0.44734 0.08971 4.59969
H -1.37378 2.05983 5.33013
C 0.99224 3.20999 1.28041
O 2.36746 2.76094 1.33417
H 0.78919 3.54320 2.29818
H 1.00949 3.98604 0.51520
H 0.27176 2.40916 1.11408
H 2.74428 3.60201 1.60286
C 3.15302 3.37629 -1.80989
O 3.84961 2.24220 -1.39275
H 2.09083 3.19097 -1.96960
H 3.36300 4.14632 -1.06755
H 3.52232 3.83220 -2.72851
H 4.75307 2.37045 -1.69094
C -3.81920 -2.68072 -0.19074
O -5.11904 -3.19239 -0.21135
H -3.66372 -2.28404 -1.19402
H -3.80948 -1.76257 0.39663
H -3.02091 -3.36364 0.09987
H -5.37937 -3.67516 0.57654
C 3.63054 -2.03301 -0.51846
O 4.00178 -0.80952 -1.15062
H 2.55556 -2.09318 -0.34850
H 3.99058 -2.99542 -0.88211
H 4.16181 -1.88246 0.42133
H 4.69558 -1.04110 -1.77241
C 0.68287 0.95161 -4.32131
O -0.28707 1.38229 -3.37926
H 1.72869 1.19189 -4.12994
H 0.59163 -0.10625 -4.56766
H 0.74076 1.49393 -5.26505
H -0.06046 0.91723 -2.57058
```